[1]
Density functional theory data (ωB97M-V/def2-TZVPD) for C4H8HgLiO3 as an isolated structure.

Geometry (Å):
C  0.6008  0.0532  -1.6829
C  1.0483  0.9313  -0.4483
C  0.3282  0.5330  0.7650
C  -0.8226  1.2239  1.2294
O  -1.5958  0.7700  2.0960
O  1.2158  0.4310  -2.8252
Hg  2.7219  1.6855  -4.2170
Li  -1.9091  -0.9601  2.7373
H  -0.5176  0.1157  -1.7347
H  0.8108  -1.0033  -1.4025
H  0.8574  1.9844  -0.7034
H  2.1315  0.7795  -0.3357
H  0.5976  -0.3898  1.2883
H  -1.0423  2.2108  0.7822
O  -1.5868  -2.4890  1.6918
H  -1.7311  -3.4134  1.9150
H  -1.1071  -2.4626  0.8448

## Properties
* spin multiplicity: 3
* HOMO (alpha / beta): -0.446 / -0.423 Eh
* total charge: +1
* frontier orbital gap (alpha / beta): 8.65 / 5.66 eV
* energy relative to the best compared isomer or geometry (same formula, charge and spin): 0.0 kcal per mole

---

[2]
Density functional theory data (ωB97M-V/def2-TZVPD) for C4H8HgO3 as an isolated structure.

Geometry (Å):
C  -3.1690  -0.6551  -0.1141
C  -1.8239  -0.1303  0.1937
O  -1.7829  1.1644  0.2003
H  -3.1159  -1.7502  -0.0071
H  -3.9278  -0.2362  0.5538
H  -3.3912  -0.4612  -1.1736
H  -0.9998  -0.5801  -0.3785
H  -1.5159  -0.8356  2.0291
O  0.3352  0.7072  2.1439
C  -0.0377  0.2361  3.2436
C  -0.9348  -0.8942  3.2466
H  -1.6749  -0.8096  4.0534
H  -0.1083  0.9690  4.0632
H  -0.4152  -1.8555  3.2281
Hg  0.7032  2.1910  1.0972
O  -1.0736  2.2606  0.4802

## Properties
* HOMO: -0.715 Eh
* total charge: +2
* frontier orbital gap: 8.55 eV
* energy relative to the best compared isomer or geometry (same formula, charge and spin): 82.4 kcal per mole

---

[3]
Density functional theory data (ωB97M-V/def2-TZVPD) for a 2-piece molecular cluster, C4H8I2 overall.

Geometry (Å):
C  1.4616  -0.9629  -0.6666
C  -0.5079  0.5956  1.5412
C  0.2149  0.0118  -0.9729
C  -0.7542  0.0438  0.1411
I  -2.1652  2.4837  -1.1989
I  -2.1524  -1.4747  -0.0157
H  1.0773  -1.8611  -0.3636
H  2.1346  -1.1299  -1.4185
H  2.0238  -0.4880  0.1894
H  -1.5465  0.5916  2.1145
H  0.1842  -0.0842  2.0792
H  -0.2094  1.6750  1.6085
H  -0.3702  -0.4065  -1.7621
H  0.6094  1.0057  -1.2755

## Properties
* HOMO (alpha / beta): -0.327 / -0.302 Eh
* frontier orbital gap (alpha / beta): 7.66 / 5.95 eV
* energy relative to the best compared isomer or geometry (same formula, charge and spin): 52.4 kcal per mole

---

[4]
Density functional theory data (ωB97M-V/def2-TZVPD) for C4H8IN2 as an isolated structure.

Geometry (Å):
C  -0.6809  -1.3468  0.2491
C  1.1087  -0.2328  1.1639
C  0.9213  -0.3293  -1.1154
C  -1.6345  1.6140  -0.3149
N  -1.6076  -1.9970  0.4002
N  0.2967  -0.5200  0.0852
I  -3.1189  0.3116  -0.0609
H  0.5284  -0.2933  2.1027
H  1.8833  -1.0076  1.2921
H  1.4237  0.7471  1.1321
H  1.6709  -1.0496  -1.0540
H  0.3006  -0.5824  -2.0111
H  1.3684  0.6612  -1.1843
H  -1.2980  2.1402  0.5659
H  -1.1621  1.8847  -1.2505

## Properties
* HOMO: -0.515 Eh
* total charge: +1
* frontier orbital gap: 7.24 eV
* energy relative to the best compared isomer or geometry (same formula, charge and spin): 111.2 kcal per mole

---

[5]
Density functional theory data (ωB97M-V/def2-TZVPD) for an isolated ion of composition C4H8IN2 and charge +1.

Geometry (Å):
C  -1.8217  0.2257  0.0507
C  0.4200  1.0477  0.3566
C  0.8102  -0.5136  0.3263
C  0.9965  -0.9869  -1.0931
N  -0.1489  -1.2556  0.9445
N  -1.0100  1.1953  0.0170
I  -3.7874  -0.1320  -0.0875
H  0.6674  1.5514  1.2644
H  0.8886  1.7252  -0.2634
H  1.7183  -0.4295  0.8588
H  0.6943  -1.9967  -0.9572
H  2.1342  -1.0562  -1.4074
H  0.2657  -0.4554  -1.6980
H  -0.4287  -1.1017  1.9211
H  -1.3985  2.1823  -0.2327

## Properties
* HOMO: -0.502 Eh
* total charge: +1
* frontier orbital gap: 7.75 eV
* energy relative to the best compared isomer or geometry (same formula, charge and spin): 125.6 kcal per mole

---

[6]
Density functional theory data (ωB97M-V/def2-TZVPD) for a 2-piece molecular cluster, C4H8IN2 overall.

Geometry (Å):
C  2.1053  -2.3255  0.7581
C  2.2575  -1.1639  0.2481
C  -0.1385  0.0678  -0.1874
C  -1.6866  1.9829  0.0882
N  -0.4557  1.2407  0.3434
N  -0.9258  -0.5019  -1.1460
I  3.3240  0.3652  -0.4823
H  2.9151  -3.0912  0.9526
H  1.1987  -2.9150  0.8322
H  -2.2855  1.3738  -0.5618
H  -2.2081  2.0402  1.0418
H  -1.6878  3.0226  -0.2179
H  0.3499  1.5180  0.8755
H  -0.8880  -1.4749  -1.3219
H  -1.8745  -0.1387  -1.2225

## Properties
* HOMO (alpha / beta): -0.478 / -0.477 Eh
* total charge: +1
* frontier orbital gap (alpha / beta): 7.40 / 7.39 eV
* energy relative to the best compared isomer or geometry (same formula, charge and spin): 113.7 kcal per mole

---

[7]
Density functional theory data (ωB97M-V/def2-TZVPD) for a 2-piece molecular cluster, C4H8INO2 overall.

Geometry (Å):
C  0.5569  -1.1807  -0.5692
C  -0.0190  1.2311  1.2369
C  -0.2875  1.6136  -1.1985
C  -0.4537  0.6094  -0.0266
N  0.3373  -1.9449  0.4243
O  1.0296  -1.1211  -1.6572
O  0.9123  -3.2513  0.6552
I  -2.4901  -0.1162  -0.2192
H  -0.4404  2.3032  1.3212
H  -0.1724  0.6381  2.0916
H  0.9749  1.3443  1.1495
H  -0.8824  2.4594  -1.0094
H  0.7818  1.9279  -1.1346
H  -0.5960  1.0311  -2.0295
H  -0.2887  -1.7962  1.1456
H  1.0375  -3.7476  -0.1802

## Properties
* HOMO: -0.310 Eh
* frontier orbital gap: 8.87 eV
* energy relative to the best compared isomer or geometry (same formula, charge and spin): 103.7 kcal per mole

---

[8]
Density functional theory data (ωB97M-V/def2-TZVPD) for C4H8InO3 as an isolated structure.

Geometry (Å):
C  0.6622  -1.0286  2.2001
C  0.2134  -1.7158  0.9317
O  -0.9250  -0.9892  0.4805
H  1.4119  -1.6442  2.7144
H  1.0815  -0.0389  1.9713
H  -0.1970  -0.8660  2.8643
H  -0.0855  -2.7620  1.1020
H  1.0400  -1.7676  0.2068
O  -1.6287  1.2203  -2.1934
In  -2.0762  -0.5052  -1.6343
O  -0.4995  -0.2104  -0.6277
C  -0.6898  1.6328  -1.3830
C  0.5521  2.1351  -1.9384
H  1.3283  2.5398  -1.2901
H  -0.9973  2.1022  -0.4332
H  0.8097  1.8976  -2.9711

## Properties
* spin multiplicity: 2
* HOMO (alpha / beta): -0.705 / -0.696 Eh
* total charge: +2
* frontier orbital gap (alpha / beta): 6.92 / 5.47 eV
* energy relative to the best compared isomer or geometry (same formula, charge and spin): 71.0 kcal per mole

---

[9]
Density functional theory data (ωB97M-V/def2-TZVPD) for C4H8InO3 as an isolated structure.

Geometry (Å):
O  -0.0440  -0.6309  -0.1616
O  1.7258  -0.3940  -1.5227
C  0.5833  -0.1213  -1.2974
O  0.7547  1.8068  0.0951
C  1.7803  2.6911  -0.2457
C  -1.0781  -1.6544  -0.3167
C  -1.7958  -1.7801  1.0025
H  2.7862  2.3626  0.0608
H  1.8116  2.7484  -1.3482
H  1.5741  3.7051  0.1316
H  -1.7479  -1.3393  -1.1254
H  -0.5390  -2.5674  -0.5935
H  -2.2782  -0.8346  1.2951
H  -2.5819  -2.5389  0.9002
H  -1.1176  -2.1007  1.8063
In  0.1665  0.6478  1.3196

## Properties
* spin multiplicity: 2
* HOMO (alpha / beta): -0.705 / -0.755 Eh
* total charge: +2
* frontier orbital gap (alpha / beta): 5.81 / 7.41 eV
* energy relative to the best compared isomer or geometry (same formula, charge and spin): 10.9 kcal per mole

---

[10]
Density functional theory data (ωB97M-V/def2-TZVPD) for C4H8LiO3V as an isolated structure.

Geometry (Å):
C  1.6365  0.5040  1.0870
C  1.2784  -0.1667  -0.2596
C  -0.1702  -0.4398  -0.3813
C  -0.8324  -1.4693  0.3572
O  -2.0549  -1.6822  0.2711
O  2.9726  0.8199  1.1730
V  4.4392  0.5907  0.4464
Li  -3.4754  -0.6626  -0.4264
H  1.3532  -0.1896  1.9016
H  0.9985  1.4020  1.2014
H  1.8667  -1.0876  -0.3798
H  1.5761  0.5345  -1.0591
H  -0.6699  -0.1659  -1.3181
H  -0.2280  -2.0690  1.0617
O  -3.0785  1.1061  -0.9817
H  -3.5120  1.5821  -1.6988
H  -2.0997  1.3934  -0.9947

## Properties
* spin multiplicity: 5
* HOMO (alpha / beta): -0.613 / -0.654 Eh
* total charge: +2
* frontier orbital gap (alpha / beta): 8.17 / 8.79 eV

---

[11]
Density functional theory data (ωB97M-V/def2-TZVPD) for C4H8MgO3Sr as an isolated structure.

Geometry (Å):
O  1.8609  2.5239  -0.0805
Mg  3.1395  1.1271  0.1264
Sr  0.3189  1.5488  0.1447
O  1.7013  -0.0915  0.0224
O  -0.8749  -0.4801  0.6957
C  -2.0677  0.0264  0.0344
C  -0.1817  -1.5402  0.0514
C  -1.7201  1.3508  -0.5570
C  1.2968  -1.3867  0.3629
H  -2.8600  0.0734  0.8045
H  -2.4014  -0.7235  -0.7080
H  -0.3284  -1.4560  -1.0396
H  -0.5615  -2.5184  0.3867
H  1.9066  3.4334  -0.4092
H  1.4818  -1.5784  1.4342
H  1.8522  -2.1510  -0.2061
H  -2.5622  1.8419  -1.0628

## Properties
* spin multiplicity: 2
* HOMO (alpha / beta): -0.356 / -0.373 Eh
* total charge: +1
* frontier orbital gap (alpha / beta): 3.45 / 3.96 eV
* energy relative to the best compared isomer or geometry (same formula, charge and spin): 118.4 kcal per mole

---

[12]
Density functional theory data (ωB97M-V/def2-TZVPD) for an isolated ion of composition C4H8N and charge +1.

Geometry (Å):
C  -0.4281  -1.3534  1.4120
C  -1.2010  -0.9159  0.5796
C  -0.9315  0.7725  -0.1256
C  1.4119  0.2407  -0.4195
N  0.1578  0.5982  -0.8451
H  0.3855  -1.5863  2.0543
H  -2.1407  -0.8801  -0.0062
H  -1.8571  1.0404  -0.8061
H  -0.9046  1.3027  0.7685
H  2.0953  -0.3669  -1.0428
H  2.0038  1.2075  -0.3981
H  1.3362  -0.3109  0.5594
H  0.0725  0.2514  -1.7304

## Properties
* HOMO: -0.550 Eh
* total charge: +1
* frontier orbital gap: 9.21 eV
* energy relative to the best compared isomer or geometry (same formula, charge and spin): 86.5 kcal per mole